Formula: C45H48N4O6PSe2Sr
Source: OMol25
Level of theory: the ωB97M-V functional and the def2-TZVPD basis

The geometry in XYZ format:
```
107
Properties=species:S:1:pos:R:3:forces:R:3
Sr 0.76422 -0.41479 0.10868 2.830 -0.538 -2.125
O -1.88941 1.19686 1.97770 -0.032 0.440 0.218
C -2.01007 0.10952 1.39668 -1.015 -0.062 0.405
O -1.35267 -0.28287 0.40549 -2.491 0.770 -0.411
C -2.96812 -0.91503 1.95213 0.230 -0.081 -0.072
C -4.27989 -0.62020 2.28459 -0.047 0.088 0.029
C -5.10607 -1.61974 2.76781 -0.046 0.112 -0.043
C -4.61490 -2.90557 2.93175 0.014 -0.194 0.096
C -3.29237 -3.19302 2.63675 -0.063 0.054 -0.005
C -2.46156 -2.19805 2.13463 -0.101 0.095 -0.060
P -0.67996 -2.48211 1.81339 -0.077 -1.068 0.657
C -0.80708 -4.11452 1.00524 0.156 0.011 -0.063
C -0.60453 -5.37372 1.55846 -0.009 0.076 0.020
C -0.64360 -6.49617 0.74536 -0.001 -0.186 0.020
C -0.88535 -6.37490 -0.61328 -0.051 0.014 -0.077
C -1.11500 -5.12393 -1.16691 -0.084 -0.090 -0.070
C -1.07939 -4.00440 -0.36003 -0.004 0.146 0.113
C -0.13068 -2.72511 3.53464 0.149 0.061 0.021
C -0.65295 -1.88032 4.51609 -0.092 -0.091 -0.136
C -0.07136 -1.80678 5.76644 0.042 0.034 0.160
C 1.05457 -2.56013 6.05393 0.060 -0.019 0.036
C 1.58747 -3.39373 5.08421 0.099 -0.055 0.166
C 1.00279 -3.47694 3.83536 -0.113 -0.002 -0.155
H -4.64004 0.38868 2.15124 -0.044 0.112 0.012
H -6.13382 -1.39701 3.02133 -0.058 0.004 -0.024
H -5.26501 -3.68765 3.30163 -0.013 -0.031 0.039
H -2.90521 -4.19098 2.79913 0.011 -0.032 -0.028
H -0.41748 -5.48834 2.61757 0.059 0.044 0.062
H -0.47761 -7.47701 1.17174 0.022 -0.021 0.051
H -0.89596 -7.25327 -1.24449 0.017 -0.053 -0.006
H -1.29656 -5.01670 -2.22796 0.025 0.023 -0.012
H -1.23757 -3.01674 -0.78141 0.065 -0.100 -0.118
H -1.50970 -1.25900 4.29076 -0.043 0.026 0.019
H -0.48461 -1.14492 6.51645 -0.030 0.034 0.004
H 1.52986 -2.47906 7.02124 0.023 -0.023 0.074
H 2.48238 -3.96130 5.29320 0.071 -0.069 0.012
H 1.44712 -4.10606 3.07611 0.075 -0.007 -0.013
O 0.73573 0.82198 2.10834 -0.440 0.568 0.623
C 1.64430 1.73921 2.64998 0.771 0.503 0.534
C 1.42664 3.16396 2.13742 -0.208 -0.355 -0.121
C 1.36363 3.21494 0.60653 0.064 0.059 0.227
C 2.58806 2.64229 -0.04923 0.198 0.395 0.006
C 3.84706 3.21717 0.11915 -0.063 -0.028 0.066
C 4.94011 2.65573 -0.51556 -0.113 -0.144 -0.134
C 4.73976 1.54699 -1.32252 -0.013 0.150 0.051
C 3.45348 1.04499 -1.43448 0.558 -0.141 -0.334
N 2.40959 1.57253 -0.81449 -0.364 0.040 0.010
H -0.17883 1.17601 2.19135 -0.201 -0.020 0.047
H 2.64442 1.39118 2.36691 -0.131 -0.026 0.134
H 1.58722 1.73653 3.75140 0.040 -0.061 -0.228
H 2.23969 3.79412 2.50770 -0.053 0.011 0.064
H 0.47992 3.54431 2.53251 0.064 0.111 0.043
H 1.24323 4.25561 0.29401 -0.104 -0.033 -0.063
H 0.49796 2.64596 0.25925 -0.009 0.171 -0.053
H 3.96983 4.08897 0.74560 -0.058 0.076 0.074
H 5.93033 3.07439 -0.38818 0.001 0.012 0.020
H 5.56318 1.06780 -1.82774 0.024 -0.101 -0.065
H 3.24644 0.17775 -2.05033 0.025 -0.141 0.033
O 5.86385 -2.28025 -0.61157 0.681 0.033 0.357
C 4.65197 -2.59317 -1.26171 -0.664 0.049 -0.441
C 3.73886 -3.52753 -0.45779 0.355 -0.238 -0.029
C 4.45614 -4.88607 -0.27950 -0.301 -0.139 -0.302
O 5.67433 -4.79694 0.41547 0.551 0.115 0.146
C 2.46236 -3.80604 -1.25014 -0.056 -0.104 -0.240
Se 1.59525 -2.30705 -2.16775 -0.430 0.270 -0.316
C 3.48715 -2.99492 0.95485 0.036 0.120 0.401
Se 3.47252 -1.05533 1.25259 0.417 0.222 0.292
H 5.60887 -1.71519 0.14004 -0.093 0.177 0.068
H 4.91496 -3.05568 -2.21796 -0.035 -0.055 0.009
H 4.09065 -1.67820 -1.47727 0.143 -0.216 0.031
H 4.63400 -5.33922 -1.27066 -0.161 0.086 0.062
H 3.81118 -5.56931 0.28975 -0.004 0.054 -0.090
H 6.09114 -3.96450 0.11680 -0.071 -0.198 0.125
H 1.70181 -4.26404 -0.61158 0.183 -0.112 0.051
H 2.69051 -4.50875 -2.05875 0.005 -0.060 0.180
H 4.28826 -3.34628 1.61167 -0.295 -0.129 -0.097
H 2.53414 -3.36798 1.33794 0.088 -0.223 -0.111
C -8.39104 1.14454 -8.55054 0.046 -0.044 0.021
C -7.72047 1.46183 -7.24866 0.032 0.004 0.009
C -8.18484 2.47516 -6.42132 0.052 -0.102 0.021
C -7.56302 2.75876 -5.22174 0.190 -0.025 0.109
C -6.44731 2.03068 -4.80580 -0.088 -0.115 -0.335
N -5.88169 2.34135 -3.57187 -0.367 0.204 0.357
C -4.62290 2.10524 -3.03149 -0.205 0.209 -0.253
O -4.46339 2.19628 -1.83741 0.246 -0.076 0.294
N -3.65506 1.85895 -3.96243 -0.244 0.053 -0.300
C -2.32691 1.47677 -3.75228 0.480 -0.107 0.099
C -1.51814 1.31621 -4.87523 -0.016 -0.015 0.245
C -0.21351 0.89868 -4.70408 -0.097 0.044 0.105
C 0.24447 0.67074 -3.41453 0.253 0.022 -0.382
N -0.51221 0.84752 -2.34613 0.362 -0.291 0.371
C -1.76603 1.22750 -2.49590 -0.673 0.213 -0.001
C -5.99367 0.99128 -5.61996 0.018 -0.031 0.115
C -6.62142 0.72645 -6.82208 -0.118 0.159 -0.050
H -9.17033 1.86926 -8.77223 -0.075 0.007 -0.067
H -8.83724 0.15110 -8.51126 -0.083 -0.037 -0.091
H -7.66737 1.15271 -9.36380 -0.013 -0.007 -0.119
H -9.04684 3.05521 -6.71624 -0.104 0.065 -0.056
H -7.93952 3.55062 -4.58863 -0.006 0.088 0.029
H -6.51285 2.75179 -2.89653 0.240 -0.119 -0.015
H -3.91392 1.98742 -4.93221 0.027 -0.013 0.260
H -1.91523 1.51055 -5.86391 -0.037 0.000 -0.078
H 0.43408 0.74771 -5.55221 0.099 -0.044 -0.068
H 1.24847 0.31987 -3.23516 0.180 -0.055 -0.034
H -2.35075 1.33515 -1.59469 -0.044 0.016 0.002
H -5.18247 0.35396 -5.29963 0.028 -0.012 0.043
H -6.25446 -0.08175 -7.43788 0.048 -0.115 -0.060
```
Forces are in eV/Å.

* HOMO: -3.6 eV
* maximum force: 3.58 eV/A
* energy relative to the best compared isomer or geometry (same formula, charge and spin): 27.1 kJ/mol
* charge: -1
* gap between HOMO and LUMO: 5.51 eV